[1]
{
  "formula": "C41H40F3N5O2SiTi",
  "method": "wB97M-V/def2-TZVPD",
  "species": ["Ti", "C", "O", "C", "N", "C", "C", "C", "C", "C", "C", "C", "C", "C", "C", "C", "C", "N", "C", "N", "C", "C", "O", "C", "C", "C", "C", "C", "C", "H", "H", "H", "H", "H", "H", "H", "H", "H", "H", "H", "H", "H", "H", "H", "H", "H", "H", "H", "N", "C", "C", "C", "C", "C", "N", "H", "H", "H", "H", "H", "H", "F", "C", "F", "F", "C", "C", "C", "C", "C", "C", "C", "C", "H", "H", "H", "H", "C", "Si", "C", "C", "C", "H", "H", "H", "H", "H", "H", "H", "H", "H", "H", "H"],
  "xyz": [[-0.7511, -0.5913, 0.7740], [0.9713, -1.2976, 4.7864], [-0.4645, -1.1687, 4.8866], [-0.8773, -0.8935, 3.6417], [0.0773, -0.6663, 2.7382], [1.3123, -0.4974, 3.5190], [1.6096, 0.9508, 3.8916], [0.5995, 1.8926, 4.0625], [0.8993, 3.1764, 4.5021], [2.2135, 3.5383, 4.7665], [3.2285, 2.6065, 4.5886], [2.9242, 1.3232, 4.1550], [-2.2317, -0.7920, 3.3066], [-3.3376, -0.9676, 4.1704], [-4.6124, -0.8209, 3.6438], [-4.7983, -0.5319, 2.3030], [-3.6514, -0.3841, 1.4906], [-2.3847, -0.4727, 1.9847], [-3.5928, -0.1762, 0.1074], [-2.4133, -0.1499, -0.4925], [-2.6467, 0.1288, -1.9120], [-4.1867, 0.0174, -2.0265], [-4.6686, -0.0108, -0.6640], [-2.1258, 1.4708, -2.4016], [-2.0589, 1.6967, -3.7740], [-1.5766, 2.8971, -4.2752], [-1.1590, 3.8954, -3.4043], [-1.2389, 3.6846, -2.0340], [-1.7219, 2.4793, -1.5386], [1.2276, -2.3531, 4.6861], [1.4222, -0.8863, 5.6825], [2.1648, -0.9256, 3.0008], [-0.4297, 1.6281, 3.8488], [0.1012, 3.8980, 4.6345], [2.4483, 4.5400, 5.1072], [4.2587, 2.8803, 4.7873], [3.7201, 0.5961, 4.0128], [-3.1651, -1.2032, 5.2104], [-5.4740, -0.9444, 4.2893], [-5.7795, -0.4383, 1.8603], [-2.1662, -0.6476, -2.5031], [-4.5012, -0.9019, -2.5187], [-4.6287, 0.8690, -2.5342], [-2.3627, 0.9111, -4.4620], [-1.5186, 3.0506, -5.3467], [-0.7725, 4.8309, -3.7918], [-0.9205, 4.4625, -1.3484], [-1.7878, 2.3117, -0.4740], [2.6712, -0.6244, 0.4919], [2.3391, 0.6924, 0.6817], [3.3653, 1.6351, 0.8389], [3.0517, 2.9537, 1.0520], [1.7153, 3.3311, 1.1183], [0.7702, 2.3467, 0.9840], [1.0416, 1.0511, 0.7683], [3.6230, -0.8046, 0.2277], [2.0004, -1.1743, -0.0197], [4.3963, 1.3025, 0.7929], [3.8386, 3.6872, 1.1756], [1.4186, 4.3548, 1.3003], [-0.2802, 2.5936, 1.0746], [1.4749, 2.1441, -7.9695], [1.6613, 0.8308, -7.7314], [0.9020, 0.1491, -8.6052], [2.9496, 0.5631, -8.0264], [1.3374, 0.4799, -6.3109], [1.8296, 1.2863, -5.2924], [1.5530, 0.9763, -3.9735], [0.7788, -0.1427, -3.6540], [0.3038, -0.9512, -4.6893], [0.5813, -0.6430, -6.0124], [0.4243, -0.4210, -2.2920], [0.1300, -0.6505, -1.1344], [2.4199, 2.1608, -5.5377], [1.9124, 1.6134, -3.1741], [-0.2875, -1.8260, -4.4459], [0.2060, -1.2682, -6.8114], [1.4714, -3.8921, 2.1113], [0.3201, -4.0094, 0.6303], [-0.4163, -5.7316, 0.6668], [1.3734, -3.9148, -0.9329], [-1.0061, -2.7174, 0.7324], [2.3107, -4.5864, 1.9927], [0.9509, -4.1501, 3.0418], [1.8783, -2.8812, 2.2150], [0.3818, -6.4829, 0.6788], [-1.0339, -5.9110, -0.2207], [-1.0453, -5.8890, 1.5494], [1.2798, -4.8401, -1.5110], [2.4362, -3.7884, -0.6933], [1.0704, -3.0849, -1.5738], [-1.5707, -2.9237, 1.6533], [-1.7019, -2.8579, -0.1031]],
  "relative_energy_kcal_mol": 16.42,
  "total_energy_ev": -93858.3759,
  "homo_ev": [-5.200, -8.472],
  "spin_multiplicity": 3,
  "s_squared": 2.026
}



[2]
{
  "formula": "C41H40LiO2P2S6",
  "method": "wB97M-V/def2-TZVPD",
  "species": ["Li", "O", "S", "C", "C", "C", "C", "S", "O", "C", "C", "C", "C", "C", "C", "C", "C", "C", "C", "C", "C", "H", "H", "H", "H", "H", "H", "H", "H", "H", "H", "H", "H", "H", "H", "H", "H", "H", "H", "S", "S", "S", "S", "C", "P", "C", "C", "C", "C", "C", "C", "C", "C", "C", "C", "C", "C", "P", "C", "C", "C", "C", "C", "C", "C", "C", "C", "C", "C", "C", "H", "H", "H", "H", "H", "H", "H", "H", "H", "H", "H", "H", "H", "H", "H", "H", "H", "H", "H", "H", "H", "H"],
  "xyz": [[-0.1437, -1.5588, -2.4888], [1.6975, -1.4068, -2.3215], [3.1319, -1.2635, -2.6436], [3.2509, 0.2537, -3.6815], [2.6674, 1.4724, -2.9816], [2.0305, 2.4566, -3.9696], [0.6771, 1.9726, -4.4829], [-0.4750, 1.6231, -3.0699], [-0.4558, 0.1475, -2.9467], [-1.9391, 2.1183, -3.9807], [-2.3725, 3.4265, -3.8161], [-3.5219, 3.8494, -4.4626], [-4.2364, 2.9476, -5.2461], [-3.7879, 1.6472, -5.4088], [-2.6260, 1.2173, -4.7772], [3.8544, -0.5875, -1.1390], [3.1637, -0.8309, 0.0386], [3.6882, -0.4093, 1.2484], [4.9039, 0.2630, 1.2831], [5.5984, 0.4946, 0.1011], [5.0879, 0.0541, -1.1081], [2.6728, -0.0233, -4.5644], [4.2962, 0.3823, -3.9669], [3.4385, 1.9756, -2.3977], [1.9001, 1.1335, -2.2797], [2.7061, 2.6143, -4.8167], [1.8941, 3.4208, -3.4737], [0.7460, 1.0145, -5.0006], [0.2102, 2.7107, -5.1325], [-1.8068, 4.1026, -3.1835], [-3.8628, 4.8714, -4.3536], [-5.1495, 3.2710, -5.7308], [-4.3484, 0.9528, -6.0202], [-2.2548, 0.2115, -4.9074], [2.2111, -1.3436, -0.0279], [3.1638, -0.6118, 2.1750], [5.3068, 0.6052, 2.2271], [6.5469, 1.0159, 0.1313], [5.6428, 0.2131, -2.0256], [-3.6067, -1.2341, -2.3602], [-3.4299, -2.9705, -3.3510], [-1.5454, -3.1352, -4.2518], [-0.2124, -3.9756, -2.9727], [0.2220, -1.7377, 1.4926], [-0.8796, -1.2553, 0.0309], [-1.1246, 0.5364, 0.3373], [0.0022, 1.3212, 0.5919], [-0.0807, 2.7040, 0.6442], [-1.2863, 3.3416, 0.3989], [-2.4091, 2.5781, 0.1133], [-2.3327, 1.1929, 0.0886], [-2.3882, -2.0976, 0.6079], [-3.3281, -1.5255, 1.4649], [-4.4775, -2.2201, 1.7969], [-4.6917, -3.4983, 1.2978], [-3.7305, -4.0947, 0.4954], [-2.5778, -3.4036, 0.1598], [-0.4718, -1.9254, 3.2122], [1.0999, -2.3867, 4.0749], [1.9444, -3.3601, 3.5384], [3.1043, -3.7418, 4.1968], [3.4329, -3.1741, 5.4184], [2.5739, -2.2475, 5.9911], [1.4150, -1.8659, 5.3320], [-0.5613, -0.1609, 3.7398], [-1.7856, 0.3354, 4.1757], [-1.9259, 1.6741, 4.5183], [-0.8337, 2.5236, 4.4493], [0.4040, 2.0264, 4.0644], [0.5376, 0.6952, 3.7108], [1.1197, -1.1168, 1.5344], [0.5363, -2.7453, 1.2034], [0.9652, 0.8471, 0.7458], [0.8048, 3.2884, 0.8685], [-1.3540, 4.4233, 0.4263], [-3.3543, 3.0579, -0.1102], [-3.2190, 0.6219, -0.1469], [-3.1775, -0.5225, 1.8416], [-5.2188, -1.7616, 2.4422], [-5.6084, -4.0257, 1.5332], [-3.8892, -5.0944, 0.1114], [-1.8384, -3.8563, -0.4929], [1.6978, -3.8290, 2.5942], [3.7553, -4.4834, 3.7502], [4.3486, -3.4563, 5.9229], [2.8113, -1.8144, 6.9555], [0.7516, -1.1461, 5.7946], [-2.6339, -0.3353, 4.2429], [-2.8887, 2.0558, 4.8346], [-0.9456, 3.5726, 4.6940], [1.2645, 2.6842, 4.0300], [1.5095, 0.3139, 3.4189]],
  "relative_energy_kcal_mol": 28.03,
  "total_energy_ev": -131058.2650,
  "homo_ev": -2.373,
  "total_charge": -1
}



[3]
{
  "formula": "C41H40MnN7O7S2",
  "method": "wB97M-V/def2-TZVPD",
  "species": ["Mn", "C", "C", "C", "C", "C", "C", "C", "S", "O", "O", "N", "C", "C", "O", "O", "H", "H", "H", "H", "H", "H", "H", "H", "H", "C", "C", "C", "C", "C", "N", "C", "O", "N", "C", "C", "C", "C", "N", "C", "C", "C", "H", "H", "H", "H", "H", "H", "H", "H", "H", "H", "H", "H", "H", "C", "O", "C", "C", "C", "C", "C", "C", "N", "C", "C", "C", "C", "C", "C", "C", "O", "H", "H", "H", "H", "H", "H", "H", "H", "H", "H", "H", "H", "H", "C", "C", "C", "C", "N", "C", "S", "N", "H", "H", "H", "H", "H"],
  "xyz": [[-0.4802, 0.1285, 1.7253], [-5.4405, 3.4428, -2.7161], [-4.1738, 3.3128, -1.9136], [-3.5216, 2.0910, -1.8002], [-2.3807, 1.9592, -1.0273], [-1.9018, 3.0593, -0.3307], [-2.5107, 4.3023, -0.4644], [-3.6323, 4.4238, -1.2667], [-0.5765, 2.8777, 0.8282], [0.4093, 1.9565, 0.2513], [-0.1119, 4.2063, 1.1231], [-1.1053, 2.0737, 2.1062], [-2.5367, 2.0733, 2.4027], [-3.1909, 0.8772, 1.6964], [-4.3785, 0.7791, 1.5183], [-2.3007, -0.0241, 1.3176], [-5.6700, 2.5184, -3.2451], [-5.3644, 4.2527, -3.4443], [-6.2821, 3.6721, -2.0593], [-3.9202, 1.2217, -2.3105], [-1.8624, 1.0114, -0.9711], [-2.0941, 5.1510, 0.0617], [-4.1042, 5.3932, -1.3829], [-3.0545, 2.9883, 2.1150], [-2.6789, 1.9305, 3.4769], [-3.3591, 2.3878, -5.7268], [-2.0003, 2.1582, -5.1204], [-1.3177, 3.1751, -4.4644], [-0.0977, 2.9473, -3.8529], [0.4966, 1.6909, -3.9023], [1.7683, 1.5630, -3.2983], [2.6491, 0.5160, -3.2543], [3.8539, 0.6954, -3.2425], [2.1131, -0.7674, -3.2024], [1.0474, -1.1729, -2.3537], [0.2993, -2.2976, -2.6697], [-0.6940, -2.7068, -1.7988], [-0.9069, -1.9933, -0.6335], [-0.1816, -0.9214, -0.3161], [0.7663, -0.5101, -1.1639], [-0.1505, 0.6737, -4.5986], [-1.3866, 0.9117, -5.1810], [-3.5710, 3.4522, -5.8258], [-4.1409, 1.9501, -5.1014], [-3.4349, 1.9296, -6.7137], [-1.7497, 4.1682, -4.4235], [0.4011, 3.7575, -3.3313], [2.2301, 2.4372, -3.1012], [2.8420, -1.4525, -3.3294], [0.5014, -2.8430, -3.5842], [-1.3081, -3.5681, -2.0205], [-1.6981, -2.2527, 0.0549], [1.3213, 0.3735, -0.8784], [0.3164, -0.2916, -4.7222], [-1.8766, 0.1039, -5.7138], [4.3407, -1.5881, -0.8171], [5.0126, -1.9190, 0.3967], [4.1535, -2.3778, 1.3672], [3.8320, -3.7161, 1.4587], [3.0118, -4.1501, 2.4897], [2.5292, -3.2436, 3.4201], [2.8618, -1.9024, 3.3389], [3.6722, -1.4594, 2.3027], [4.2172, -0.1496, 2.1707], [4.0164, 0.9624, 2.8347], [2.9452, 1.3371, 3.6650], [3.2557, 2.2391, 4.7194], [2.3214, 2.6032, 5.6375], [1.0135, 2.0914, 5.5106], [0.6561, 1.2943, 4.4596], [1.5929, 0.9294, 3.4598], [1.2576, 0.3039, 2.3772], [3.9026, -2.4845, -1.2622], [5.0815, -1.1661, -1.4873], [3.5484, -0.8586, -0.6337], [4.2434, -4.4056, 0.7320], [2.7500, -5.1979, 2.5655], [1.8732, -3.5729, 4.2141], [2.4889, -1.2236, 4.0873], [5.0022, -0.1562, 1.5276], [4.8342, 1.6704, 2.7321], [4.2754, 2.5975, 4.8068], [2.5746, 3.2641, 6.4543], [0.2673, 2.3520, 6.2508], [-0.3554, 0.9266, 4.3721], [0.2791, -5.4006, 0.3164], [-0.5420, -4.9087, 1.4770], [-1.4158, -5.7560, 2.1474], [-2.1170, -5.2042, 3.2029], [-1.9807, -3.9392, 3.5799], [-1.1129, -3.1937, 2.8842], [-0.8486, -1.5749, 3.4771], [-0.3887, -3.6384, 1.8385], [-0.3661, -5.6647, -0.5241], [0.8345, -6.2983, 0.5947], [0.9757, -4.6248, 0.0028], [-1.5413, -6.7904, 1.8564], [-2.8216, -5.7988, 3.7760]],
  "relative_energy_kcal_mol": 14.35,
  "total_energy_ev": -120922.4030,
  "homo_ev": [-7.583, -7.649],
  "spin_multiplicity": 5,
  "s_squared": 6.079
}